Entry 1:
ORCA calculation (ωB97M-V/def2-TZVPD) on a molecular structure, C29H30GeNO4PbS.

For the largest force on an atom, the calculation gives 0.8 eV Å⁻¹. The calculation puts the calculated total energy at -4146.72952 Ha. The total charge is -1. Its multiplicity is 1. The lowest unoccupied orbital energy comes out at 0.09673 Ha.

CARTESIAN COORDINATES (ANGSTROEM)
Pb: -1.81917 1.71471 1.37621
O: -0.13912 0.54206 5.16991
C: -0.90432 0.76483 4.24034
O: -0.85259 1.75860 3.42810
C: -2.05513 -0.22093 4.03849
C: -2.34410 -1.19034 4.98807
C: -3.43817 -2.00950 4.77328
C: -4.20972 -1.83424 3.63127
C: -3.84712 -0.84335 2.73541
N: -2.78292 -0.07394 2.93991
H: -1.70754 -1.26585 5.85784
H: -3.69931 -2.77421 5.49470
H: -5.08192 -2.44611 3.44116
H: -4.41479 -0.63825 1.83396
C: -2.35981 1.59652 -2.25281
O: -1.98658 2.66389 -1.40961
C: -0.72223 3.22985 -1.66487
C: -0.57575 4.41524 -0.72621
O: -0.25765 4.05146 0.61074
C: 1.12236 3.77157 0.80538
H: -2.41275 1.92662 -3.29803
H: -3.34353 1.26564 -1.92541
H: -1.65066 0.76675 -2.18015
H: -0.64028 3.57047 -2.70743
H: 0.06677 2.49323 -1.48904
H: -1.54171 4.91745 -0.67540
H: 0.17253 5.12108 -1.10455
H: 1.72850 4.62484 0.48275
H: 1.44094 2.87984 0.26542
H: 1.27166 3.59782 1.86924
C: -0.43574 0.18235 0.94653
Ge: 0.68153 -0.44417 -0.45626
C: 2.06997 0.51931 -1.48572
C: 3.36357 0.60177 -0.96017
C: 4.37536 1.28910 -1.62237
C: 4.11680 1.91127 -2.83563
C: 2.84235 1.83882 -3.38217
C: 1.83607 1.15081 -2.71233
C: 1.73487 -1.83881 0.45776
C: 1.62515 -2.09119 1.82579
C: 2.38101 -3.09262 2.43030
C: 3.25202 -3.86455 1.67461
C: 3.36356 -3.63626 0.30852
C: 2.61139 -2.63294 -0.28843
C: -0.38588 -1.45444 -1.76136
C: -0.03838 -1.67335 -3.09439
C: -0.81896 -2.48442 -3.91630
C: -1.95731 -3.09576 -3.41139
C: -2.31208 -2.89740 -2.08097
C: -1.53287 -2.08629 -1.26780
H: 0.23644 0.39261 1.78641
H: 3.58625 0.12433 -0.01239
H: 5.36669 1.33646 -1.18712
H: 4.90458 2.44355 -3.35510
H: 2.63050 2.31598 -4.33178
H: 0.85735 1.09323 -3.17392
H: 0.93763 -1.51159 2.42979
H: 2.28393 -3.26587 3.49570
H: 3.84079 -4.64257 2.14630
H: 4.03536 -4.23977 -0.29086
H: 2.70987 -2.46981 -1.35782
H: 0.85514 -1.21782 -3.50674
H: -0.53465 -2.63676 -4.95119
H: -2.56344 -3.72974 -4.04754
H: -3.19692 -3.37492 -1.67621
H: -1.81613 -1.92178 -0.23235
S: -3.92171 2.72750 1.34794



Entry 2:
ORCA calculation (ωB97M-V/def2-TZVPD) on a single C2H5ClOS molecule.

For the largest force on an atom, the calculation gives 2.7 eV Å⁻¹. The calculation puts the calculated total energy at -1012.80449 Ha. Its relative energy (zero: lowest compared OMol25 entry of this formula, charge and spin) is 10.5 kJ/mol. The total charge is 0. Its multiplicity is 1. The lowest unoccupied orbital energy comes out at 0.02310 Ha.

CARTESIAN COORDINATES (ANGSTROEM)
C: -0.63092 -0.13958 -0.45195
C: 0.70343 0.10458 0.19390
O: 0.44234 -0.20945 1.59066
S: 1.43850 1.72381 -0.31521
Cl: 1.86767 -1.22007 -0.28723
H: -0.57880 -0.50674 -1.46258
H: -1.04740 -0.96486 0.13716
H: -1.28257 0.70363 -0.30414
H: 1.24638 -0.53336 1.94143
H: 2.62163 1.63247 0.39547



Entry 3:
ORCA calculation (ωB97M-V/def2-TZVPD) on 3 unconnected molecules or ions with the total composition C10H27N6O3.

For the largest force on an atom, the calculation gives 3.5 eV Å⁻¹. The calculation puts the calculated total energy at -951.17931 Ha. The total charge is +1. Its multiplicity is 1. The lowest unoccupied orbital energy comes out at -0.10250 Ha.

CARTESIAN COORDINATES (ANGSTROEM)
C: -3.00107 1.02710 -1.90357
C: -2.52933 -0.47844 -2.40068
C: -2.52566 -1.57654 -1.17184
C: -1.39022 -1.26157 -0.01384
O: -0.02815 -1.08704 -0.58444
C: 0.55169 0.19897 -0.16089
C: 1.90780 0.50818 -1.08675
N: 2.48574 1.88771 -0.85550
C: 2.64303 2.22295 0.61151
C: 1.48459 1.60774 1.59482
N: 1.07560 0.18165 1.29037
H: -2.92703 1.81568 -2.78191
H: -2.30672 1.43789 -1.03785
H: -4.10765 1.01197 -1.47719
H: -3.29807 -0.81196 -3.21758
H: -1.44776 -0.46345 -2.89533
H: -2.35561 -2.65094 -1.65160
H: -3.61925 -1.57548 -0.70929
H: -1.31066 -2.18466 0.72215
H: -1.70837 -0.34384 0.64174
H: -0.23544 1.07816 -0.21190
H: 2.73578 -0.32968 -0.89669
H: 1.53565 0.44020 -2.20735
H: 3.48104 1.81863 -1.22686
H: 2.55108 3.41041 0.69482
H: 3.74803 1.97415 0.93237
H: 1.87739 1.71762 2.71612
H: 0.53220 2.30565 1.51832
H: 1.93234 -0.44491 1.25132
H: 0.34487 -0.20384 1.96089
C: -3.05271 -5.48740 -2.74767
O: -3.38756 -4.40318 -3.19810
N: -1.87563 -6.06654 -3.04557
N: -3.83073 -6.19997 -1.91307
H: -1.58222 -6.95855 -2.68458
H: -1.25985 -5.56311 -3.67081
H: -4.72562 -5.79979 -1.66327
H: -3.57218 -7.09444 -1.53188
C: 3.19819 4.57404 3.65086
O: 2.72465 4.64836 2.52801
N: 4.45779 4.16279 3.88317
N: 2.50289 4.89682 4.75630
H: 4.86544 4.09504 4.80040
H: 5.01568 3.91020 3.07788
H: 1.55029 5.21130 4.62578
H: 2.87570 4.84212 5.68917



Entry 4:
ORCA calculation (ωB97M-V/def2-TZVPD) on a molecular structure, C18H33PReS4SbTe.

For the largest force on an atom, the calculation gives 0.1 eV Å⁻¹. The calculation puts the calculated total energy at -3225.76524 Ha. Its relative energy (zero: lowest compared OMol25 entry of this formula, charge and spin) is 0.0 kJ/mol. The total charge is +2. Its multiplicity is 1. The lowest unoccupied orbital energy comes out at -0.33048 Ha.

CARTESIAN COORDINATES (ANGSTROEM)
Re: 0.42318 -0.06154 1.42220
S: -3.35280 2.53413 1.29424
Sb: -2.11822 1.90059 -0.35984
S: -1.34115 -1.12205 1.30106
S: 0.35053 1.96503 0.69343
S: -1.77917 1.37456 -2.42861
Te: 1.51325 -0.38450 3.53469
C: 3.48745 -5.03342 2.27182
C: 3.72493 -3.70089 2.97412
C: 3.68531 -2.55228 1.95474
C: 2.64267 -2.80772 0.85701
C: 1.50774 -3.70114 1.37838
C: 2.06205 -5.09825 1.69857
P: 2.04068 -1.29040 0.02271
C: 1.32591 -1.71502 -1.62888
C: 2.21186 -2.75939 -2.37529
C: 1.57036 -4.14321 -2.37938
C: 0.25157 -4.12840 -3.16290
C: -0.46491 -2.77787 -3.01824
C: -0.15357 -2.13896 -1.66451
C: 3.39937 -0.09661 -0.35965
C: 4.57982 -0.79503 -1.09100
C: 5.86369 0.04510 -1.00537
C: 5.53038 1.52929 -1.06229
C: 4.74283 1.93920 0.19235
C: 3.94186 0.76687 0.78439
H: 3.65086 -5.86129 2.95978
H: 4.22789 -5.15287 1.47583
H: 4.68517 -3.68852 3.48839
H: 2.96168 -3.55771 3.74562
H: 4.66773 -2.41471 1.49929
H: 3.48394 -1.60545 2.48270
H: 3.13329 -3.33945 0.03409
H: 0.68621 -3.77622 0.66464
H: 1.09007 -3.24575 2.28046
H: 2.05152 -5.71221 0.79620
H: 1.38916 -5.58089 2.40808
H: 1.40261 -0.75738 -2.15623
H: 3.22141 -2.80909 -1.97407
H: 2.32590 -2.41254 -3.40474
H: 1.39792 -4.47247 -1.34980
H: 2.26554 -4.86318 -2.81083
H: -0.39498 -4.93234 -2.80889
H: 0.44481 -4.32941 -4.21672
H: -1.54196 -2.90160 -3.12732
H: -0.15462 -2.09044 -3.81079
H: -0.38411 -2.85633 -0.87213
H: -0.78803 -1.26592 -1.51009
H: 2.89694 0.57424 -1.06804
H: 4.31199 -0.94247 -2.13739
H: 4.77097 -1.78438 -0.66731
H: 6.52574 -0.24532 -1.82048
H: 6.40136 -0.17602 -0.07998
H: 4.94749 1.73098 -1.96607
H: 6.43514 2.12847 -1.14915
H: 4.06315 2.76157 -0.04345
H: 5.42129 2.31104 0.96091
H: 3.14986 1.16709 1.41840
H: 4.57688 0.15630 1.42939



Frontier orbital gap? In order: 6.88 10.34 9.07 6.54 eV.
HOMO? In order: -4.251 -9.712 -11.858 -15.534 eV.